32
Properties=species:S:1:pos:R:3:forces:R:3 method="wB97M-V/def2-TZVPD" gap_ev="7.20 / 3.78" multiplicity=4 total_energy_ha=-3458.30898 total_charge=+2 s_squared=3.769
H -1.8265 3.0939 0.4750 0.26 0.06 0.41
H 3.2335 -5.1175 -4.2728 -0.59 0.26 -0.55
H -1.8496 5.5288 5.8167 0.07 0.25 -0.14
H -3.7912 1.3884 0.6690 -0.54 -0.29 0.51
Br 0.7398 2.0694 -0.1892 1.25 1.32 1.64
O -2.1717 4.8030 4.0057 1.02 -1.17 -1.35
O -2.7009 4.1705 2.0474 -0.56 0.12 -0.72
H 2.6255 -7.4021 -3.6507 0.49 -0.16 0.25
O 1.6810 -2.4424 -1.8798 -0.53 1.64 -1.77
H -2.4060 1.1250 1.6689 0.28 0.10 -0.01
C 2.3952 -5.3210 -3.6064 0.70 -2.18 -0.36
H 1.9009 -0.3283 -2.3276 0.59 -0.66 -0.22
C -2.7757 3.2004 1.0003 0.06 -1.36 0.02
Pt 1.9417 3.4814 1.6549 -2.43 -0.97 -1.19
O 1.6234 -2.7817 -4.1161 -0.95 1.60 -4.13
H 0.2925 -0.9294 -2.5912 -0.02 -0.76 -0.13
C -1.2599 4.9549 5.1018 -0.44 1.42 0.78
O -0.4951 3.9809 2.6680 -0.67 0.16 -0.30
H -3.7706 1.7507 2.4917 -0.51 0.49 -0.44
H -0.9990 4.0796 5.6967 0.15 -0.53 -0.93
O 2.3468 -4.2300 -2.6739 0.90 -1.53 0.24
H 2.1454 -6.8108 -2.0342 -0.42 -0.13 -0.24
H 1.3926 -5.4231 -4.0217 0.27 0.21 -0.51
H 0.9226 -0.7341 -0.9805 0.09 -0.70 0.07
H -0.4220 5.5806 4.7944 0.16 -0.38 0.12
C 1.8764 -3.1188 -3.0017 0.29 -0.01 6.51
H -3.4287 3.5820 0.2154 -0.38 0.25 0.63
H 3.7668 -6.5342 -2.4485 0.27 -0.37 -0.64
C -1.6934 4.2934 2.8414 1.07 -0.03 2.13
C 1.1849 -1.0741 -1.9823 -0.51 1.44 0.49
C -3.2581 1.7905 1.5305 1.17 0.78 -1.01
C 2.7795 -6.6259 -2.9012 -0.56 1.12 0.85

---

22
Properties=species:S:1:pos:R:3:forces:R:3 method="wB97M-V/def2-TZVPD" gap_ev="2.19 / 8.54" multiplicity=2 total_energy_ha=-1107.62307 total_charge=-1 s_squared=0.751
H 1.6698 -2.1520 1.3546 0.28 0.02 -0.22
H 1.6297 3.0837 0.5773 0.23 0.02 -0.01
H -0.4828 -1.7212 -0.1734 -0.04 -0.11 -0.39
H 0.6090 -0.3518 -0.0514 -0.05 0.02 0.08
H -2.1525 -3.2463 -2.7961 -0.01 -0.07 -0.08
H -0.0117 1.3160 -2.5788 0.00 -0.37 -0.28
H 0.3395 3.0865 2.6416 0.12 0.33 0.21
C 0.9999 2.2218 0.7871 0.01 0.18 -0.74
H 0.7471 -1.1704 2.5175 0.28 0.03 0.10
H 1.5965 1.3633 1.0851 0.17 0.16 0.35
H 0.0644 -2.6439 1.8774 -0.04 -0.28 0.15
H -0.9080 3.1455 1.3898 0.18 0.28 -0.34
C -0.0339 -1.0193 0.5188 0.28 -0.36 0.46
H 0.9570 0.9881 -3.7706 -0.33 -0.33 0.10
H 0.5495 1.9373 -0.1555 -0.12 -0.04 -0.28
O -1.9696 -3.7549 -3.6093 0.10 0.01 -0.09
C 0.6868 -1.7928 1.6277 -0.67 0.36 -0.06
C -0.0648 2.5821 1.7736 -0.75 -1.09 0.81
S -0.8104 1.0968 2.5902 0.29 0.20 0.31
O 0.7439 1.6309 -3.0909 0.29 0.65 0.20
H -2.6475 -4.4402 -3.6479 -0.04 0.12 0.18
S -1.5119 -0.1592 1.1332 -0.16 0.25 -0.44

---

Values of molar mass, in order: 483.19, 158.29, all in g/mol.